The following is a DFT calculation (ωB97M-V/def2-TZVPD) of a molecular structure, C5H7NS2.

Its relative energy (zero: lowest compared OMol25 entry of this formula, charge and spin) is 3.824 eV. The calculation puts the lowest unoccupied orbital energy at -0.6 eV. Its orbital gap is 8.034 eV. For the total energy, the calculation gives -28455.0431 eV.

CARTESIAN COORDINATES (ANGSTROEM)
1 C -1.699341 0.524841 -0.020007
2 C 1.593330 -0.273003 0.176228
3 C 0.021465 -0.312027 0.417523
4 C -1.754259 1.972340 -0.169338
5 C 2.165175 -1.463679 -0.566031
6 N -0.274406 -1.362099 1.063567
7 S -2.887203 -0.563701 0.003666
8 S 2.466029 0.933685 0.926494
9 H -0.898888 2.706791 0.194734
10 H -2.685939 2.451897 0.276596
11 H -1.659813 1.986825 -1.276725
12 H 3.281885 -1.464775 -0.522362
13 H 1.871778 -1.390415 -1.614429
14 H 1.778149 -2.375672 -0.176691
15 H -1.317965 -1.371015 1.286773

Atomic forces in eV per Å
C 2.2 -1.5 1.7
C -0.7 1.8 1.0
C -1.3 -1.7 -0.1
C 0.7 2.6 0.2
C 1.0 1.4 -0.2
N -0.5 1.0 0.3
S 0.5 1.1 -0.2
S -1.1 -1.5 -1.2
H -1.2 -2.3 -0.5
H 0.8 -0.9 -1.2
H -0.6 0.9 0.2
H -1.0 0.1 0.1
H -0.1 0.0 -0.1
H -0.4 -0.7 0.4
H 1.5 -0.4 -0.5

Results of the natural (NBO) charge analysis, in e, for atoms 1 through 8: -0.073 -0.068 0.190 -0.744 -0.686 -0.622 0.103 0.039